# 1
{
  "formula": "C14H16BrCuN4O2S",
  "method": "ωB97M-V/def2-TZVPD",
  "relative_energy_kj_mol": 0.0,
  "homo_ev": [-11.21, -11.21],
  "homo_lumo_gap_ev": [8.520, 6.571],
  "s_squared": 0.754,
  "charge": 1,
  "lumo_ev": [-2.7, -4.6],
  "multiplicity": 2,
  "symbols": ["Cu", "N", "N", "C", "N", "S", "H", "H", "H", "H", "H", "N", "C", "C", "C", "C", "C", "C", "H", "H", "H", "H", "H", "H", "H", "Br", "C", "C", "C", "C", "C", "C", "C", "O", "O", "H", "H", "H", "H"],
  "coordinates": [[0.89, 0.18, -0.39], [0.08, -1.71, -0.09], [0.32, -2.46, -1.25], [1.48, -2.30, -1.86], [1.83, -3.12, -2.80], [2.47, -0.93, -1.62], [0.53, -2.11, 0.71], [-0.87, -1.63, 0.11], [-0.26, -3.27, -1.39], [1.19, -3.81, -3.11], [2.67, -2.93, -3.34], [0.15, 1.59, -1.79], [-0.69, 0.71, -2.54], [-1.95, 0.32, -2.11], [-2.58, -0.68, -2.84], [-1.99, -1.20, -3.98], [-0.76, -0.73, -4.42], [-0.07, 0.22, -3.66], [-0.41, 2.22, -1.23], [0.71, 2.15, -2.39], [-2.39, 0.93, -1.29], [-3.64, -0.84, -2.61], [-2.59, -1.85, -4.52], [-0.21, -1.01, -5.37], [0.91, 0.47, -4.07], [-2.12, 0.14, 3.29], [-0.68, 1.03, 4.09], [-0.80, 1.43, 5.43], [0.24, 2.16, 5.95], [1.36, 2.43, 5.21], [1.53, 1.99, 3.93], [0.49, 1.32, 3.34], [0.69, 0.86, 1.92], [-0.28, 1.05, 1.09], [1.73, 0.24, 1.61], [-1.71, 1.33, 6.02], [0.20, 2.57, 6.99], [2.11, 3.09, 5.66], [2.41, 2.15, 3.34]]
}



# 2
{
  "formula": "C2H8NOP",
  "method": "ωB97M-V/def2-TZVPD",
  "relative_energy_kj_mol": 0.0,
  "smiles": "CP(C)(N)=O",
  "homo_ev": -10.12,
  "homo_lumo_gap_ev": 10.867,
  "charge": 0,
  "lumo_ev": 0.7,
  "symbols": ["C", "C", "N", "O", "P", "H", "H", "H", "H", "H", "H", "H", "H"],
  "coordinates": [[-1.16, -0.77, -0.59], [0.18, 1.70, 0.20], [1.51, -0.82, 0.08], [-0.15, -0.43, 2.04], [0.02, -0.10, 0.64], [-0.77, -1.69, -1.04], [-1.97, -1.14, 0.07], [-1.52, -0.04, -1.31], [1.20, 2.07, 0.36], [0.18, 1.77, -0.83], [-0.47, 2.33, 0.85], [1.58, -1.79, 0.45], [1.37, -1.08, -0.95]]
}



# 3
{
  "formula": "C3H11N2",
  "method": "ωB97M-V/def2-TZVPD",
  "relative_energy_kj_mol": 332.4,
  "homo_ev": -12.51,
  "homo_lumo_gap_ev": 8.271,
  "charge": 1,
  "lumo_ev": -4.2,
  "symbols": ["C", "N", "H", "H", "H", "H", "C", "N", "C", "H", "H", "H", "H", "H", "H", "H"],
  "coordinates": [[-2.56, -1.78, -0.24], [-1.90, -0.69, -0.02], [-2.92, -2.02, -1.24], [-2.47, -2.44, 0.63], [-0.29, 0.28, 0.06], [-2.40, 0.13, 0.32], [1.54, -0.47, -0.50], [0.63, 0.66, -0.21], [1.08, 1.63, 0.77], [1.87, -0.95, 0.42], [2.37, -0.12, -1.09], [1.01, -1.21, -1.10], [0.41, 1.21, -1.04], [0.91, 1.32, 1.81], [2.15, 1.85, 0.74], [0.58, 2.60, 0.71]]
}



# 4
{
  "formula": "CH5N3O",
  "method": "ωB97M-V/def2-TZVPD",
  "relative_energy_kj_mol": 274.7,
  "smiles": "[H]/N=C(\\N)NO",
  "homo_ev": -9.66,
  "homo_lumo_gap_ev": 10.393,
  "charge": 0,
  "lumo_ev": 0.7,
  "symbols": ["C", "H", "H", "H", "H", "H", "N", "N", "N", "O"],
  "coordinates": [[0.61, -0.21, -0.24], [-0.56, 1.49, -0.37], [1.08, 1.77, 0.29], [2.47, -0.32, 0.25], [-1.20, -1.72, -0.35], [-1.62, -0.59, 0.99], [0.41, 1.17, -0.28], [1.59, -0.91, 0.12], [-0.96, -0.70, -0.66], [-1.82, 0.01, 0.25]]
}



# 5
{
  "formula": "C15H22Cl3F3N2O5P",
  "method": "ωB97M-V/def2-TZVPD",
  "homo_ev": -4.90,
  "homo_lumo_gap_ev": 7.399,
  "charge": -1,
  "lumo_ev": 2.5,
  "symbols": ["O", "C", "O", "C", "C", "C", "C", "C", "N", "C", "C", "C", "C", "C", "P", "O", "O", "O", "N", "C", "C", "C", "F", "F", "F", "H", "H", "H", "H", "H", "H", "H", "H", "H", "H", "H", "H", "H", "H", "H", "H", "H", "H", "H", "H", "H", "C", "Cl", "Cl", "Cl", "H"],
  "coordinates": [[1.19, -2.35, 1.94], [1.79, -1.35, 1.43], [2.99, -1.10, 1.49], [0.83, -0.38, 0.66], [-0.48, -0.36, 1.52], [-1.45, 0.77, 1.15], [-2.88, 0.30, 0.82], [-3.14, -0.07, -0.63], [-2.63, 0.88, -1.60], [-1.92, 0.50, -2.70], [-1.55, 1.63, -3.41], [-2.07, 2.73, -2.69], [-2.72, 2.24, -1.58], [0.44, -0.98, -0.71], [1.55, -2.19, -1.47], [2.93, -1.76, -1.70], [1.45, -3.59, -0.73], [0.83, -2.40, -2.91], [1.31, 0.99, 0.56], [2.47, 1.18, -0.30], [2.66, 2.68, -0.60], [2.81, 3.55, 0.61], [3.37, 4.74, 0.30], [3.52, 2.99, 1.59], [1.60, 3.87, 1.15], [-0.98, -1.31, 1.33], [-0.20, -0.37, 2.56], [-1.54, 1.42, 2.02], [-1.09, 1.41, 0.35], [-3.55, 1.13, 1.08], [-3.17, -0.51, 1.48], [-4.22, -0.19, -0.77], [-2.70, -1.04, -0.86], [-1.70, -0.53, -2.89], [-0.96, 1.64, -4.31], [-1.93, 3.76, -2.97], [-3.22, 2.79, -0.80], [0.40, -0.21, -1.47], [-0.53, -1.47, -0.64], [0.79, -3.58, -0.02], [1.44, -2.89, -3.46], [1.52, 1.28, 1.50], [3.40, 0.83, 0.15], [2.35, 0.70, -1.26], [1.88, 3.06, -1.25], [3.60, 2.76, -1.14], [-0.40, -4.23, 3.80], [-1.59, -4.04, 2.52], [-0.56, -2.96, 5.00], [-0.53, -5.83, 4.55], [0.58, -4.14, 3.34]]
}



# 6
{
  "formula": "C6H10O",
  "method": "ωB97M-V/def2-TZVPD",
  "relative_energy_kj_mol": 144.1,
  "smiles": "O[C@@H]1C=CCCC1",
  "homo_ev": -9.39,
  "homo_lumo_gap_ev": 10.405,
  "charge": 0,
  "lumo_ev": 1.0,
  "symbols": ["O", "C", "C", "C", "C", "C", "C", "H", "H", "H", "H", "H", "H", "H", "H", "H", "H"],
  "coordinates": [[1.16, -0.81, 1.31], [1.30, -0.52, -0.08], [0.09, -1.22, -0.69], [-1.06, -0.72, 0.43], [-1.30, 0.76, 0.09], [-0.04, 1.53, -0.26], [1.16, 0.96, -0.40], [1.06, 0.00, 1.81], [2.29, -0.91, -0.30], [0.28, -2.30, -0.85], [-0.14, -0.83, -1.72], [-0.96, -0.77, 1.54], [-1.90, -1.37, 0.25], [-1.93, 0.76, -0.80], [-1.86, 1.32, 0.86], [-0.16, 2.60, -0.45], [2.02, 1.52, -0.75]]
}



| no. | electronic energy (eV) |
| --- | --- |
| 1 | -150345.0321 |
| 2 | -15031.1228 |
| 3 | -6260.1367 |
| 4 | -7632.7905 |
| 5 | -84143.8918 |
| 6 | -8429.7468 |